Record 1
Below is a 7-piece molecular cluster, C28H35Br2F6N2O20 overall, with properties calculated with wB97M-V/def2-TZVPD.

Results
Relative energy (zero: lowest compared OMol25 entry of this formula, charge and spin) = 37.9 kcal per mole
Charge = -1
LUMO = 0.0571 hartree
Energy = -229924.0409 eV
Frontier orbital gap = 5.503 eV

Last column: Mulliken charge in e.
Geometry (Å):
C (9.375, 2.172, 3.055)  -1.120
C (7.925, 2.730, 2.860)  0.223
Br (6.925, 3.382, 4.426)  -0.181
C (7.345, 2.750, 1.628)  -0.214
Br (8.405, 2.076, 0.081)  -0.137
N (5.978, 3.236, 1.473)  0.431
C (5.164, 1.993, 1.282)  -0.597
C (3.877, 2.167, 0.405)  -0.812
C (2.756, 3.068, 1.105)  -0.341
C (1.820, 2.139, 1.972)  -0.282
C (0.712, 3.001, 2.695)  -0.497
N (0.239, 4.145, 1.855)  -0.593
C (6.023, 4.098, 0.254)  -0.613
C (5.005, 5.325, 0.311)  0.206
O (4.114, 5.438, -0.561)  -0.712
O (5.112, 6.162, 1.300)  -0.765
H (10.101, 2.897, 2.604)  0.292
H (9.646, 2.057, 4.142)  0.319
H (9.476, 1.143, 2.607)  0.333
H (4.804, 1.692, 2.315)  0.140
H (5.834, 1.145, 0.954)  0.384
H (3.406, 1.137, 0.337)  0.280
H (4.068, 2.472, -0.655)  0.421
H (3.185, 3.903, 1.711)  0.449
H (2.144, 3.468, 0.249)  0.190
H (1.308, 1.367, 1.342)  -0.008
H (2.439, 1.641, 2.764)  0.292
H (-0.161, 2.351, 3.015)  0.158
H (1.187, 3.462, 3.611)  0.438
H (-0.653, 4.489, 2.222)  0.286
H (0.008, 3.721, 0.943)  0.179
H (7.042, 4.585, 0.250)  0.588
H (5.955, 3.531, -0.711)  0.360
C (-2.914, 0.094, -0.563)  -0.477
C (-2.033, -0.186, 0.615)  0.593
O (-0.813, 0.432, 0.255)  -0.294
C (-1.157, 1.473, -0.562)  0.551
O (-0.432, 2.373, -0.841)  -0.557
O (-2.433, 1.357, -1.007)  -0.197
F (-1.817, -1.523, 0.763)  -0.245
H (-2.796, -0.641, -1.363)  0.341
H (-3.966, 0.149, -0.290)  0.304
H (-2.393, 0.233, 1.556)  -0.053
C (-4.519, 4.300, 3.666)  -0.461
C (-3.410, 3.414, 4.153)  0.496
O (-3.657, 2.198, 3.473)  -0.273
C (-4.269, 2.543, 2.305)  0.651
O (-4.380, 1.816, 1.371)  -0.490
O (-4.728, 3.821, 2.340)  -0.302
F (-3.508, 3.195, 5.487)  -0.320
H (-5.438, 4.179, 4.245)  0.276
H (-4.242, 5.354, 3.664)  0.298
H (-2.406, 3.773, 3.912)  0.096
C (-3.333, 3.148, -4.857)  -0.518
C (-4.279, 2.396, -5.745)  0.306
O (-3.872, 1.051, -5.572)  -0.312
C (-3.355, 0.982, -4.312)  0.635
O (-3.160, -0.037, -3.721)  -0.506
O (-3.096, 2.212, -3.809)  -0.163
F (-4.109, 2.737, -7.046)  -0.300
H (-2.388, 3.384, -5.353)  0.302
H (-3.765, 4.070, -4.470)  0.264
H (-5.332, 2.499, -5.473)  0.263
C (-7.312, -2.129, -3.376)  -0.479
C (-6.671, -0.775, -3.436)  0.553
O (-6.958, -0.225, -2.166)  -0.284
C (-7.049, -1.290, -1.315)  0.637
O (-7.015, -1.206, -0.132)  -0.499
O (-7.176, -2.464, -1.997)  -0.314
F (-7.257, 0.000, -4.386)  -0.326
H (-8.371, -2.104, -3.643)  0.269
H (-6.808, -2.858, -4.009)  0.303
H (-5.589, -0.796, -3.591)  0.140
C (0.467, -4.101, -0.135)  -0.268
C (-0.446, -4.883, 0.755)  0.400
O (0.237, -6.115, 0.913)  -0.311
C (1.566, -5.812, 0.791)  0.652
O (2.452, -6.535, 1.126)  -0.531
O (1.752, -4.582, 0.248)  -0.321
F (-1.635, -5.121, 0.149)  -0.291
H (0.303, -4.311, -1.195)  0.291
H (0.386, -3.027, 0.026)  0.097
H (-0.616, -4.428, 1.734)  0.298
C (0.847, -9.202, -0.401)  -0.326
C (1.625, -10.461, -0.634)  0.316
O (1.626, -10.577, -2.044)  -0.307
C (1.554, -9.298, -2.521)  0.570
O (1.799, -8.988, -3.641)  -0.516
O (1.173, -8.424, -1.550)  -0.232
F (0.986, -11.537, -0.110)  -0.288
H (-0.232, -9.372, -0.374)  0.244
H (1.144, -8.692, 0.515)  0.231
H (2.654, -10.429, -0.266)  0.286

Atoms 1-2, force components in eV/Å:
C -0.424 0.143 0.855
C 0.766 -0.740 -1.246


Record 2
Below is C28H35CaCl3N8O8P2SSe as an isolated structure, with properties calculated with wB97M-V/def2-TZVPD.

Results
Charge = -2
LUMO = 0.1509 hartree
Energy = -208686.7230 eV
Frontier orbital gap = 6.047 eV

Last column: Mulliken charge in e.
Geometry (Å):
Ca (-1.131, 2.287, -0.101)  2.068
O (-4.979, 4.033, 0.910)  -0.537
P (-3.639, 3.133, 0.834)  0.040
O (-2.864, 3.287, 2.119)  -0.540
O (-2.907, 3.441, -0.424)  -0.755
O (-4.320, 1.657, 0.824)  -0.427
P (-3.329, 0.314, 1.079)  0.743
O (-2.841, 0.607, 2.599)  -0.328
O (-4.163, -0.904, 1.076)  -0.828
O (-2.191, 0.478, 0.110)  -0.198
H (-5.688, 3.500, 1.300)  0.298
H (-2.679, 1.584, 2.649)  0.382
Cl (5.085, 7.219, 0.342)  -0.301
C (3.643, 6.208, 0.257)  0.478
C (3.774, 4.831, 0.230)  -0.695
C (2.650, 4.032, 0.125)  0.417
Cl (2.862, 2.311, 0.145)  0.028
C (1.318, 4.557, 0.013)  -0.985
O (0.252, 3.875, -0.140)  -0.514
C (1.281, 5.986, 0.100)  0.532
Cl (-0.300, 6.726, 0.067)  -0.240
C (2.395, 6.797, 0.213)  -0.759
H (4.752, 4.372, 0.300)  0.407
H (2.283, 7.872, 0.272)  0.408
N (-2.304, 3.283, 4.523)  -0.379
C (-1.321, 2.563, 5.085)  0.654
N (-1.368, 2.393, 6.452)  -0.536
N (-0.281, 2.093, 4.476)  -0.804
C (-0.126, 2.120, 3.161)  0.359
N (0.094, 2.076, 2.024)  -0.127
H (-3.134, 3.480, 5.048)  0.195
H (-2.369, 3.350, 3.504)  0.343
H (-2.283, 2.349, 6.862)  0.214
H (-0.727, 1.688, 6.771)  0.262
C (3.746, -3.089, 0.702)  -0.791
C (4.046, -2.069, -0.402)  -0.112
C (3.419, -2.422, -1.758)  -0.653
C (1.945, -2.041, -1.929)  -0.581
N (1.007, -2.823, -1.127)  1.149
C (0.286, -2.355, -0.048)  -0.757
Se (0.586, -0.852, 0.916)  -0.302
N (-0.623, -3.347, 0.256)  0.873
C (-1.711, -3.229, 1.225)  -0.304
C (-1.473, -4.043, 2.499)  -0.705
C (-0.324, -3.518, 3.365)  0.197
C (-0.716, -2.282, 4.176)  -1.037
C (-0.454, -4.428, -0.593)  0.579
C (-1.085, -5.659, -0.659)  -0.703
C (-0.637, -6.564, -1.621)  -0.721
C (0.400, -6.235, -2.491)  -0.736
C (1.019, -4.986, -2.433)  -0.721
C (0.578, -4.095, -1.469)  0.465
H (4.347, -2.876, 1.592)  0.364
H (3.972, -4.108, 0.366)  0.316
H (2.698, -3.041, 1.002)  -0.127
H (5.131, -2.004, -0.531)  0.409
H (3.685, -1.085, -0.091)  -0.096
H (3.561, -3.494, -1.946)  0.283
H (3.950, -1.869, -2.539)  0.451
H (1.663, -2.165, -2.976)  0.512
H (1.795, -0.996, -1.684)  -0.342
H (-2.627, -3.562, 0.738)  0.483
H (-1.841, -2.179, 1.448)  -0.834
H (-1.265, -5.080, 2.216)  0.399
H (-2.402, -4.033, 3.080)  0.472
H (0.520, -3.261, 2.720)  -0.293
H (0.007, -4.313, 4.042)  0.379
H (-1.110, -1.495, 3.527)  0.029
H (0.156, -1.869, 4.691)  0.332
H (-1.480, -2.534, 4.921)  0.392
H (-1.896, -5.913, 0.014)  0.383
H (-1.103, -7.541, -1.689)  0.364
H (0.737, -6.963, -3.220)  0.368
H (1.819, -4.723, -3.116)  0.383
C (0.645, 1.334, -7.270)  -1.202
C (-0.151, 1.754, -6.062)  0.916
C (-1.262, 2.582, -6.177)  -0.696
C (-1.903, 2.896, -4.986)  -0.176
N (-1.488, 2.495, -3.799)  -0.348
C (-0.356, 1.726, -3.752)  0.010
S (0.290, 1.287, -2.227)  -0.197
N (0.290, 1.312, -4.890)  -0.485
H (0.098, 1.514, -8.199)  0.336
H (0.901, 0.276, -7.190)  0.297
H (1.580, 1.900, -7.298)  0.233
H (-1.611, 2.952, -7.132)  0.294
H (-2.801, 3.513, -4.995)  0.376

Atoms 1-2, force components in eV/Å:
Ca 2.487 -0.005 -0.939
O -0.171 -0.266 0.062


Record 3
Below is C28H35CoN3O4P2 as an isolated structure, with properties calculated with wB97M-V/def2-TZVPD.

Results
2S+1 = 5
Expectation value of S² = 6.07
Relative energy (zero: lowest compared OMol25 entry of this formula, charge and spin) = 63.0 kcal per mole
Charge = +1
LUMO (spin up / spin down) = -0.1192 / -0.2192 hartree
Energy = -98461.7913 eV
Frontier orbital gap (spin up / spin down) = 6.024 / 5.322 eV

Last column: Löwdin spin population.
Geometry (Å):
C (-1.910, -3.890, 2.065)  0.115
C (-1.265, -3.361, 0.940)  -0.001
C (-2.043, -2.892, -0.152)  0.093
C (-3.451, -3.043, -0.147)  0.028
C (-4.069, -3.591, 1.007)  0.091
C (-3.315, -3.973, 2.098)  -0.007
C (-4.118, -2.639, -1.298)  0.310
C (-3.499, -2.242, -2.486)  0.026
C (-2.087, -2.031, -2.427)  0.091
C (-1.360, -1.809, -3.629)  -0.003
C (-2.065, -1.537, -4.813)  0.110
C (-3.470, -1.618, -4.836)  -0.008
C (-4.168, -2.005, -3.711)  0.087
H (-1.314, -4.179, 2.936)  0.007
H (-5.147, -3.723, 0.972)  0.003
H (-3.818, -4.341, 2.992)  -0.003
H (-5.194, -2.733, -1.277)  0.014
H (-1.504, -1.272, -5.713)  0.007
H (-4.022, -1.410, -5.749)  -0.003
H (-5.245, -2.132, -3.691)  0.003
N (-1.472, -2.133, -1.171)  0.152
Co (0.163, -0.067, -0.612)  2.139
C (0.227, -3.133, 0.859)  0.009
H (0.645, -3.553, -0.079)  -0.001
H (0.766, -3.590, 1.702)  0.004
C (0.151, -1.834, -3.526)  0.006
H (0.524, -2.680, -2.908)  -0.001
H (0.577, -1.823, -4.542)  0.002
P (0.547, -1.282, 0.852)  0.138
P (0.779, -0.331, -2.625)  0.096
C (0.349, 1.006, -3.788)  0.030
H (0.823, 1.936, -3.436)  0.000
H (0.655, 0.761, -4.818)  0.006
H (-0.737, 1.158, -3.786)  0.000
C (2.570, -0.573, -2.817)  0.026
H (2.807, -0.841, -3.854)  0.005
H (3.056, 0.362, -2.501)  0.000
H (2.886, -1.386, -2.159)  0.001
C (-0.246, -0.796, 2.394)  0.046
H (0.288, -1.269, 3.220)  0.009
H (-0.222, 0.299, 2.491)  0.001
H (-1.282, -1.155, 2.402)  0.001
C (2.345, -1.258, 1.067)  0.040
H (2.652, -0.230, 1.301)  0.000
H (2.612, -1.924, 1.897)  0.008
H (2.850, -1.577, 0.142)  0.001
C (-1.223, 0.971, -0.701)  0.105
O (-2.271, 1.405, -0.968)  0.052
H (-0.838, -1.487, -0.578)  0.036
C (2.410, 1.804, 3.908)  0.000
C (2.924, 2.813, 2.925)  0.000
C (1.843, 3.552, 2.033)  0.003
C (1.036, 4.608, 2.838)  0.000
C (0.178, 4.107, 3.976)  0.000
C (2.649, 4.354, 1.006)  0.000
O (3.184, 5.411, 1.251)  0.000
N (2.731, 3.771, -0.239)  0.004
C (2.197, 2.573, -0.750)  0.006
O (2.571, 2.308, -1.887)  0.003
N (1.317, 1.924, 0.067)  0.080
C (0.942, 2.530, 1.242)  0.006
O (-0.164, 2.269, 1.743)  0.022
H (1.509, 2.150, 4.409)  0.000
H (3.219, 1.639, 4.627)  0.000
H (2.151, 0.871, 3.402)  0.000
H (3.484, 3.600, 3.457)  0.000
H (3.679, 2.318, 2.284)  0.000
H (1.690, 5.411, 3.226)  0.000
H (0.379, 5.118, 2.118)  0.000
H (0.753, 3.945, 4.895)  0.000
H (-0.533, 4.909, 4.196)  0.000
H (-0.376, 3.216, 3.653)  0.000
H (3.309, 4.242, -0.916)  0.000

Atoms 1-2, force components in eV/Å:
C -0.104 0.304 -0.132
C -0.292 0.333 -0.791